--- A ---
This record from the OMol25 dataset describes a single CH2O2S molecule. The level of theory is the ωB97M-V functional and the def2-TZVPD basis.

Kohn-Sham gap, eV: 9.9
SMILES string: O=C(O)S
Highest occupied orbital energy, eV: -9.9

Geometry as ORCA input:
```
! RIJCOSX wB97M-V def2-TZVPD def2/J DEFGRID3
* xyz 0 1
O 0.958 1.219 -0.059
C 0.410 0.107 0.195
O 1.185 -0.906 -0.089
S -1.181 -0.152 -0.063
H 1.002 -1.884 0.505
H -1.707 1.168 0.514
*
```



--- B ---
This record from the OMol25 dataset describes a single CH2O2S molecule. The level of theory is the ωB97M-V functional and the def2-TZVPD basis.

Kohn-Sham gap, eV: 10.7
SMILES string: O=C(O)S
Highest occupied orbital energy, eV: -10.3

Geometry as ORCA input:
```
! RIJCOSX wB97M-V def2-TZVPD def2/J DEFGRID3
* xyz 0 1
O 0.905 1.310 -0.065
C 0.408 0.270 -0.093
O 1.107 -0.907 -0.018
S -1.407 -0.044 -0.077
H 0.810 -1.782 -0.053
H -1.824 1.154 0.306
*
```



Which one sits at the top of the stability order? B does.



--- A ---
This record from the OMol25 dataset describes 2 unconnected molecules or ions with the total composition CHO3S3. The level of theory is the ωB97M-V functional and the def2-TZVPD basis.

Kohn-Sham gap, eV: 5.9
Highest occupied orbital energy, eV: -3.4

Geometry as ORCA input:
```
! RIJCOSX wB97M-V def2-TZVPD def2/J DEFGRID3
* xyz -1 1
C -0.837 1.151 0.186
O 3.974 1.683 0.044
O 1.039 0.020 -1.122
O 3.897 -0.597 0.958
S -2.320 1.760 0.634
S -0.231 0.813 -1.359
S 3.510 0.307 -0.098
H -0.322 0.442 0.974
*
```



--- B ---
This record from the OMol25 dataset describes 2 unconnected molecules or ions with the total composition CHO3S3. The level of theory is the ωB97M-V functional and the def2-TZVPD basis.

Kohn-Sham gap (alpha / beta), eV: 5.0 / 5.0
Highest occupied orbital energy (alpha / beta), eV: -3.4 / -3.4

Geometry as ORCA input:
```
! RIJCOSX wB97M-V def2-TZVPD def2/J DEFGRID3
* xyz -1 1
C -2.336 -0.130 -0.010
O 2.570 1.367 -0.887
O 1.015 -0.034 0.421
O 3.453 -0.550 0.483
S -3.993 -0.145 -0.158
S -1.338 -1.448 -0.285
S 2.330 0.311 0.093
H -1.700 0.630 0.342
*
```



Which one sits at the top of the stability order? A does.



--- A ---
This record from the OMol25 dataset describes 3 unconnected molecules or ions with the total composition C6H14N4O2. The level of theory is the ωB97M-V functional and the def2-TZVPD basis.

Kohn-Sham gap, eV: 8.9
Highest occupied orbital energy, eV: -8.6

Geometry as ORCA input:
```
! RIJCOSX wB97M-V def2-TZVPD def2/J DEFGRID3
* xyz 0 1
C 4.460 -0.228 2.221
C 5.386 -0.907 -1.014
C 4.443 2.584 -0.351
C 3.013 0.493 -0.375
C -6.380 -1.099 0.912
C -7.458 -0.173 -1.028
N 5.010 -1.171 2.626
N 5.329 0.480 -0.266
N 4.326 1.147 -0.343
N -7.561 -1.027 0.143
O 5.224 -1.933 -0.444
O 5.682 -0.420 -2.080
H 3.757 2.853 -1.155
H 4.087 3.005 0.576
H 5.467 2.835 -0.569
H 2.638 0.358 -1.344
H 3.245 -0.484 0.043
H 2.404 0.933 0.395
H -6.517 -1.712 1.792
H -5.546 -1.579 0.351
H -6.013 -0.161 1.239
H -7.596 0.857 -0.722
H -6.538 -0.201 -1.668
H -8.267 -0.320 -1.730
H 5.336 -2.163 2.781
H -7.931 -1.967 0.011
*
```



--- B ---
This record from the OMol25 dataset describes a single C6H14N4O2 molecule. The level of theory is the ωB97M-V functional and the def2-TZVPD basis.

Kohn-Sham gap, eV: 8.9
SMILES string: [H]/N=C(\N)NCCC[C@H](N)C(=O)O
Highest occupied orbital energy, eV: -8.6

Geometry as ORCA input:
```
! RIJCOSX wB97M-V def2-TZVPD def2/J DEFGRID3
* xyz 0 1
H 2.963 2.285 0.132
N 2.924 1.345 -0.293
C 2.255 0.472 0.328
N 1.225 0.901 1.243
N 2.558 -0.832 -0.015
C 1.646 -1.743 0.572
C 0.440 -1.941 -0.203
C -0.217 -0.712 -0.847
C -1.391 -0.226 0.066
N -2.597 -1.048 0.150
C -1.911 1.099 -0.374
O -1.186 1.967 -0.736
O -3.206 1.275 -0.113
H 0.528 0.212 1.518
H 0.834 1.767 0.805
H 2.828 -1.182 -0.936
H 1.339 -1.363 1.572
H 2.268 -2.616 0.812
H -0.260 -2.550 0.227
H 0.796 -2.598 -0.951
H -0.748 -1.229 -1.719
H 0.385 0.146 -1.034
H -1.012 -0.113 1.120
H -2.346 -1.886 0.762
H -2.622 -1.484 -0.788
H -3.515 0.414 0.425
*
```



Which one sits at the top of the stability order? B does.



--- A ---
This record from the OMol25 dataset describes a single C2H2FP molecule. The level of theory is the ωB97M-V functional and the def2-TZVPD basis.

Kohn-Sham gap, eV: 7.2
Highest occupied orbital energy, eV: -9.2

Geometry as ORCA input:
```
! RIJCOSX wB97M-V def2-TZVPD def2/J DEFGRID3
* xyz 0 1
C 0.530 -1.242 0.115
C 0.070 1.075 0.282
F 2.670 0.094 -0.491
P 1.428 0.011 0.566
H -0.342 -1.766 0.473
H 0.298 1.625 -0.774
*
```



--- B ---
This record from the OMol25 dataset describes a single C2H2FP molecule. The level of theory is the ωB97M-V functional and the def2-TZVPD basis.

Kohn-Sham gap (alpha / beta), eV: 5.9 / 5.4
Highest occupied orbital energy (alpha / beta), eV: -7.6 / -7.3

Geometry as ORCA input:
```
! RIJCOSX wB97M-V def2-TZVPD def2/J DEFGRID3
* xyz 0 1
C 0.038 -0.593 0.129
C -0.396 0.598 0.038
F -0.891 3.165 0.386
P -1.820 1.823 0.597
H 0.114 -1.512 0.639
H 0.023 1.285 -0.693
*
```



Which one sits at the top of the stability order? B does.



--- A ---
This record from the OMol25 dataset describes a gas-phase ion, C4H4NO3S (charge -1). The level of theory is the ωB97M-V functional and the def2-TZVPD basis.

Kohn-Sham gap (alpha / beta), eV: 6.4 / 6.4
Highest occupied orbital energy (alpha / beta), eV: -2.7 / -2.7

Geometry as ORCA input:
```
! RIJCOSX wB97M-V def2-TZVPD def2/J DEFGRID3
* xyz -1 1
C 0.627 -1.238 -0.042
C 1.929 -0.892 -0.022
C -0.405 -0.298 -0.117
C -0.230 1.042 -0.662
N -1.143 1.904 -0.495
O -2.233 1.713 0.459
O 4.025 0.588 -0.039
O -1.623 -0.618 -0.075
S 2.561 0.724 0.068
H 0.478 -2.251 -0.076
H 2.825 -1.650 -0.131
H -1.402 2.814 -0.779
H -2.389 0.717 0.586
*
```



--- B ---
This record from the OMol25 dataset describes a molecular structure, C4H4NO3S. The level of theory is the ωB97M-V functional and the def2-TZVPD basis.

Kohn-Sham gap (alpha / beta), eV: 6.6 / 6.6
Highest occupied orbital energy (alpha / beta), eV: -4.1 / -4.1

Geometry as ORCA input:
```
! RIJCOSX wB97M-V def2-TZVPD def2/J DEFGRID3
* xyz -1 1
C 0.105 0.262 -0.042
C 0.999 -0.795 0.078
C -1.249 0.635 0.006
C 2.433 -0.207 -0.228
N -2.223 -0.318 0.248
O -1.665 1.795 -0.254
O -4.691 -0.571 0.663
O 0.951 -1.958 0.323
S -3.621 0.362 0.257
H 0.588 1.204 -0.323
H 2.355 0.792 -0.592
H 3.002 -0.903 -0.858
H 3.016 -0.297 0.722
*
```



Which one sits at the top of the stability order? B does.



--- A ---
This record from the OMol25 dataset describes a molecular structure, C12H30F4HgN4O12S4. The level of theory is the ωB97M-V functional and the def2-TZVPD basis.

Kohn-Sham gap, eV: 2.9
Highest occupied orbital energy, eV: -9.7

Geometry as ORCA input:
```
! RIJCOSX wB97M-V def2-TZVPD def2/J DEFGRID3
* xyz 0 1
Hg 1.193 0.814 0.184
N 2.313 -0.264 3.338
S 1.830 -0.383 4.740
O 2.146 0.761 5.609
O 1.824 -1.697 5.383
F 0.321 -0.073 4.263
S 3.898 -0.932 3.753
O 4.058 -2.382 3.437
O 4.564 -0.478 4.943
F 4.722 -0.182 2.553
N 1.500 2.254 -3.043
S 2.979 2.936 -3.651
O 3.108 4.382 -3.587
O 3.592 2.319 -4.790
F 3.837 2.391 -2.366
S 0.760 2.468 -4.357
O 0.817 1.418 -5.348
O 0.652 3.835 -4.946
F -0.700 2.302 -3.692
C -3.833 -5.197 -0.020
O -2.881 -4.200 0.275
C -1.583 -4.615 0.504
C -0.616 -3.431 0.628
N -0.756 -2.365 -0.371
C -0.501 -2.775 -1.792
C 0.992 -3.264 -1.942
O 1.897 -2.291 -1.373
C 3.275 -2.865 -1.300
H -3.371 -6.140 -0.315
H -4.369 -4.794 -0.879
H -4.547 -5.380 0.782
H -1.301 -5.255 -0.332
H -1.643 -5.175 1.436
H 0.436 -3.711 0.681
H -0.757 -2.868 1.551
H -1.732 -2.145 -0.234
H -0.817 -1.896 -2.355
H -1.194 -3.573 -2.058
H 1.129 -3.359 -3.019
H 1.128 -4.227 -1.451
H 3.252 -3.673 -0.569
H 3.963 -2.074 -1.000
H 3.550 -3.330 -2.246
C -4.314 0.420 -1.485
O -3.377 0.863 -0.555
C -3.675 2.113 -0.082
C -2.707 2.550 1.051
N -1.385 2.926 0.508
C -0.859 3.881 1.521
C 0.451 4.482 1.104
O 1.390 3.446 1.326
C 2.727 3.867 1.565
H -5.356 0.342 -1.177
H -4.068 -0.593 -1.805
H -4.379 1.060 -2.365
H -4.645 2.126 0.416
H -3.823 2.882 -0.840
H -2.543 1.727 1.746
H -3.219 3.374 1.549
H -1.463 3.441 -0.358
H -0.776 3.355 2.472
H -1.482 4.752 1.727
H 0.684 5.389 1.661
H 0.394 4.750 0.049
H 3.269 4.056 0.638
H 3.237 3.116 2.167
H 2.785 4.787 2.147
*
```



--- B ---
This record from the OMol25 dataset describes a molecular structure, C12H30F4HgN4O12S4. The level of theory is the ωB97M-V functional and the def2-TZVPD basis.

Kohn-Sham gap, eV: 10.1
Highest occupied orbital energy, eV: -10.1

Geometry as ORCA input:
```
! RIJCOSX wB97M-V def2-TZVPD def2/J DEFGRID3
* xyz 0 1
Hg 0.171 -0.245 0.376
N 1.858 0.786 1.596
S 3.048 1.710 1.009
O 4.077 1.005 0.323
O 3.362 2.825 1.823
F 2.187 2.332 -0.189
S 2.381 0.298 3.081
O 2.384 1.310 4.068
O 3.440 -0.638 3.018
F 1.088 -0.551 3.380
N -1.690 -1.558 0.086
S -2.966 -1.529 1.132
O -3.373 -2.779 1.620
O -3.923 -0.544 0.785
F -2.145 -0.879 2.314
S -2.109 -2.654 -1.012
O -3.143 -2.187 -1.868
O -2.105 -4.003 -0.573
F -0.774 -2.573 -1.906
C 1.403 -1.393 -5.400
O 1.590 -1.303 -4.003
C 2.650 -0.448 -3.614
C 2.354 0.066 -2.195
N 1.696 -0.978 -1.359
C 2.690 -1.941 -0.787
C 1.933 -2.945 0.067
O 1.237 -2.277 1.103
C 0.601 -3.158 2.027
H 2.330 -1.650 -5.924
H 1.038 -0.439 -5.796
H 0.686 -2.190 -5.581
H 2.689 0.431 -4.264
H 3.591 -1.006 -3.618
H 1.701 0.933 -2.242
H 3.310 0.307 -1.735
H 1.249 -1.548 -2.080
H 3.413 -1.380 -0.200
H 3.105 -2.564 -1.585
H 2.638 -3.619 0.566
H 1.268 -3.551 -0.559
H 1.347 -3.547 2.728
H 0.059 -3.958 1.524
H -0.053 -2.542 2.640
C -1.100 0.630 -2.813
O -0.783 1.048 -1.504
C -1.533 2.187 -1.105
C -1.125 2.640 0.280
N -1.124 1.533 1.257
C -0.865 1.959 2.662
C -2.035 2.729 3.237
O -3.200 1.998 2.984
C -4.397 2.686 3.310
H -1.034 1.445 -3.545
H -2.137 0.274 -2.841
H -0.435 -0.171 -3.126
H -2.603 1.966 -1.188
H -1.262 2.996 -1.793
H -1.722 3.506 0.580
H -0.105 3.036 0.230
H -2.126 1.327 1.364
H 0.058 2.533 2.751
H -0.718 1.045 3.235
H -2.073 3.726 2.759
H -1.875 2.958 4.299
H -5.199 1.956 3.255
H -4.559 3.501 2.601
H -4.341 3.068 4.334
*
```



Which one sits at the top of the stability order? B does.